The following is a quantum chemistry calculation of a cluster of 9 separate species, C63H145N8O7 in total in a non-equilibrium geometry, from OMol25.

Geometry (Å):
H (3.69, 3.09, -3.48)
H (1.57, -6.40, -2.19)
H (-5.44, -1.35, -2.91)
H (3.92, -2.45, 5.51)
H (-2.11, 2.81, -2.95)
H (2.85, 2.43, -2.05)
H (-3.92, -1.91, 4.44)
C (-0.37, -4.42, -0.09)
H (-4.92, 5.49, -0.39)
C (-0.07, -1.83, -9.32)
H (3.66, -5.26, -0.14)
H (2.37, 0.67, 3.00)
C (-3.03, -2.40, 4.14)
H (-0.35, -2.36, -10.21)
H (4.34, -0.83, 6.00)
H (-1.03, 1.36, 6.57)
N (3.25, 5.63, 3.87)
H (4.20, 0.92, 0.43)
H (-4.64, -2.98, 1.29)
C (-1.56, 3.15, -3.83)
H (-5.91, -3.67, -1.38)
C (-5.29, 4.49, -0.18)
H (-4.44, -4.66, 0.67)
H (-0.36, 3.91, -0.90)
H (3.56, 1.07, 4.26)
C (2.85, 3.24, -2.79)
C (-2.94, 2.60, 1.88)
C (-2.86, -3.00, 6.49)
H (5.22, -2.08, 3.49)
H (-3.21, 2.82, -5.28)
H (3.51, -7.27, -3.51)
H (3.52, -2.82, -3.67)
C (4.45, 1.60, 1.24)
H (0.50, -4.80, 0.46)
C (5.66, 6.11, 3.70)
H (1.24, 6.64, 2.09)
N (-4.65, 4.01, 1.11)
H (-3.31, -4.15, -1.47)
H (-1.68, -2.05, -2.38)
H (6.02, 0.36, 2.17)
C (-1.57, -4.74, 5.49)
H (4.74, 4.15, 4.01)
H (-2.47, 2.15, 6.34)
O (-0.10, -2.85, -8.26)
C (-3.76, -3.16, -1.40)
C (-1.63, -1.07, 5.64)
H (7.38, 4.54, 3.91)
O (0.30, -0.98, 1.69)
C (-2.20, -2.59, -3.21)
H (2.03, -1.31, -2.21)
C (2.90, -3.45, -5.61)
H (5.64, 7.17, 3.95)
C (4.91, -1.18, 3.99)
C (1.25, -1.70, -2.86)
H (-6.35, 4.75, 0.04)
C (2.60, -3.07, -4.19)
H (-0.11, -4.86, -8.39)
C (7.09, 5.56, 4.23)
H (3.51, 2.11, 1.52)
H (-5.31, -3.78, -3.43)
C (2.94, 7.00, 4.43)
N (1.16, -7.35, -2.09)
H (1.23, 2.19, -3.69)
C (1.44, 5.21, -2.52)
H (-2.33, -2.72, 7.40)
H (2.05, -3.88, -3.68)
H (1.99, 7.37, 4.05)
H (-3.95, -0.60, -2.20)
H (3.61, 5.30, -2.33)
C (2.35, -8.29, -1.96)
H (-6.14, 3.32, -3.26)
H (2.09, -9.16, -2.55)
H (-4.29, -3.12, -4.78)
C (2.25, 4.63, 4.56)
C (-4.02, -0.56, -4.30)
O (0.53, 0.97, 0.68)
C (3.12, 5.66, 2.34)
H (-3.43, -0.07, 5.28)
H (-1.94, 3.93, -5.82)
H (-0.81, -5.28, 6.08)
H (3.02, -1.99, 2.26)
C (4.20, -6.01, -0.66)
H (-0.30, 4.72, -4.52)
C (-2.86, -4.52, 6.32)
H (5.30, 1.41, 3.29)
H (-5.58, -2.13, -0.67)
C (-1.88, 1.35, 5.87)
H (-1.98, 2.11, 1.65)
N (-3.65, -2.66, -2.84)
H (3.57, -2.73, -6.06)
H (1.18, 3.00, -1.00)
C (-4.14, 1.75, 1.63)
C (3.65, -1.20, 1.85)
H (3.67, 4.83, 1.92)
H (7.19, 5.53, 5.32)
H (5.28, 3.11, -0.02)
H (2.08, -0.43, 5.50)
C (-0.99, -3.35, 5.16)
H (4.13, -6.93, -0.08)
H (0.60, -7.59, -2.93)
C (2.62, -0.85, 4.66)
H (3.73, 7.68, 4.13)
H (5.51, 3.37, 1.72)
H (1.62, 5.63, 0.82)
C (0.03, -0.15, 0.53)
H (-3.86, -2.56, 6.55)
H (-4.26, 3.16, -1.67)
H (-4.48, -1.09, -5.13)
H (1.65, 3.67, -4.59)
H (-2.65, 4.64, 1.12)
H (-6.96, 4.53, -2.25)
H (5.70, -0.50, 4.32)
H (-0.78, -1.12, -8.98)
N (1.60, -3.45, -6.43)
H (-2.41, -2.05, 3.31)
H (7.78, 6.25, 3.77)
C (0.80, 4.53, 2.59)
H (-0.78, -1.19, 6.33)
H (-1.64, 1.64, 4.86)
C (-5.04, -3.75, 0.61)
H (-4.51, 5.99, 1.68)
H (1.21, 3.54, 2.33)
H (5.71, 5.99, 2.62)
H (0.39, -1.06, -2.95)
H (4.56, 5.36, 5.42)
H (2.99, 6.99, 5.53)
C (3.54, -7.47, -2.47)
C (-3.21, 3.73, 0.93)
H (-2.89, 0.00, 7.06)
C (-5.17, -3.13, -0.80)
H (-2.88, -4.98, 7.32)
H (2.54, -8.65, -0.93)
H (-0.33, 2.42, -1.79)
O (3.41, -6.15, -1.88)
H (0.30, 3.90, 4.62)
C (0.58, -4.04, -8.61)
C (-4.30, -3.58, -3.81)
H (-1.82, -3.61, -3.13)
H (-4.30, 4.88, 3.05)
H (1.94, -1.51, 4.12)
H (-1.05, 2.26, -4.20)
H (-3.81, -4.52, -3.74)
H (-3.67, -4.87, 5.69)
H (0.89, -3.88, -5.84)
C (-4.34, -1.24, -3.02)
H (0.90, -2.67, -2.55)
C (-2.52, 3.61, -4.94)
N (-2.16, -2.42, 5.36)
H (-6.03, -4.05, 0.95)
C (-6.01, 4.10, -2.53)
O (1.74, -1.95, -4.19)
H (-3.07, -2.47, -0.88)
C (5.06, 0.81, 2.40)
H (-4.22, 1.11, 2.51)
H (-0.81, -1.95, -4.63)
H (-3.26, -3.44, 3.93)
C (-5.26, 3.46, -1.31)
H (0.88, -7.18, -0.11)
C (2.80, 4.61, -2.11)
C (-2.55, -0.48, -4.57)
C (0.29, 3.30, -1.55)
H (-3.11, 4.45, -4.57)
H (2.92, 4.52, -1.03)
H (2.34, 4.78, 5.64)
C (5.50, 2.63, 0.92)
H (-6.13, 2.39, 1.02)
C (-0.65, 4.31, -3.56)
C (1.83, -4.09, -7.79)
H (-2.33, -2.51, -5.40)
H (-0.11, -3.13, 5.79)
H (-2.22, 0.07, -5.44)
C (4.58, 5.19, 4.35)
H (0.81, -4.07, -9.67)
H (-0.24, 4.55, 2.29)
H (1.59, 5.70, -3.47)
H (6.50, 2.22, 0.94)
H (-1.29, -4.59, 0.45)
C (-5.27, 2.69, 1.62)
H (-2.86, 2.85, 2.91)
H (-1.19, 5.11, -3.02)
H (-0.12, -8.44, -0.94)
C (-2.63, -0.01, 5.99)
H (-3.97, 1.25, 0.70)
N (0.59, 4.03, -2.75)
H (-5.83, 2.56, -1.05)
N (4.19, -0.35, 2.90)
H (-1.57, -6.50, -0.32)
H (2.30, -5.06, -7.68)
H (-0.49, -1.49, 1.69)
C (0.80, 4.69, 4.08)
H (-1.05, -0.77, 4.77)
H (0.93, -1.47, -9.56)
H (3.38, -4.41, -5.78)
C (1.64, 5.62, 1.91)
H (-0.18, -3.37, -0.27)
O (-0.83, -0.53, -0.30)
C (-4.86, 5.07, 2.12)
H (2.68, 3.70, 4.27)
H (0.97, 5.92, -1.84)
C (0.25, -7.41, -0.98)
H (-1.83, -5.34, 4.62)
H (0.30, 5.63, 4.41)
H (3.58, 6.56, 1.94)
H (-4.45, 0.44, -4.34)
H (5.22, -5.75, -0.93)
H (-1.97, 0.02, -3.78)
C (3.93, -1.43, 5.16)
H (2.53, -3.50, -8.35)
C (3.11, 0.26, 3.71)
H (-5.59, 2.88, 2.65)
H (-5.41, 4.85, -3.06)
H (4.48, -7.80, -2.05)
H (-1.37, -6.58, -2.18)
H (-0.77, -3.28, 4.10)
H (3.06, -0.63, 1.14)
H (-5.91, 5.14, 2.34)
C (-1.92, -1.92, -4.57)
H (-2.97, 3.38, -0.07)
C (-0.90, -6.39, -1.20)
O (-0.45, -5.04, -1.35)
C (1.57, 3.20, -3.58)
H (1.13, -2.58, -6.71)
H (4.51, -1.63, 1.34)

Values from the calculation:
Kohn-Sham gap = 9.30 eV
Net charge = +7

=====

The following is a quantum chemistry calculation of a cluster of 14 separate species, C63H149N5O23 in total in a non-equilibrium geometry, from OMol25.

Geometry (Å):
H (7.00, -3.77, 12.73)
H (3.27, 0.83, 14.25)
H (1.17, 2.51, 21.64)
H (7.71, 9.70, 19.20)
H (12.16, 3.71, 16.73)
H (9.13, 6.66, 17.34)
O (1.18, -1.51, 24.94)
H (2.56, 4.22, 17.18)
H (4.09, -2.60, 12.30)
C (3.97, 3.79, 18.93)
H (9.08, 1.92, 17.74)
H (8.24, 3.24, 18.29)
O (0.09, 6.68, 17.13)
H (-0.03, 7.23, 17.91)
C (11.39, 3.03, 17.10)
H (4.34, -4.21, 15.49)
H (1.74, 7.04, 21.72)
H (-5.21, -2.93, 18.94)
C (1.78, 1.83, 18.35)
O (7.24, 5.70, 24.19)
H (8.36, 6.23, 13.77)
O (-4.26, 2.74, 21.45)
H (5.87, 3.26, 19.92)
H (8.99, 2.17, 15.50)
H (7.22, 4.66, 15.90)
H (-1.68, 6.12, 15.01)
H (4.46, 4.40, 11.96)
H (-4.49, 2.25, 22.24)
H (-1.22, -5.65, 19.12)
C (10.12, 3.86, 17.54)
C (6.66, 2.02, 22.76)
H (6.45, 6.82, 22.67)
O (9.17, 3.52, 22.95)
H (5.98, 0.14, 14.18)
C (-1.76, -2.34, 18.53)
H (9.44, 2.94, 25.92)
N (2.97, 3.29, 19.96)
C (9.89, 0.38, 24.77)
H (10.58, 3.74, 24.93)
H (1.87, -0.26, 23.26)
C (-3.29, -2.06, 18.62)
H (-2.47, -5.31, 22.25)
C (4.70, 5.21, 12.66)
H (-0.84, 7.07, 22.20)
O (-2.93, 5.51, 20.65)
H (7.37, 2.18, 16.18)
C (6.29, 5.88, 23.19)
C (-3.20, 5.09, 15.88)
H (5.30, -3.39, 16.73)
O (0.95, 5.12, 21.37)
H (0.42, 8.26, 16.01)
H (10.79, -0.12, 25.14)
H (6.44, 2.87, 22.11)
C (7.83, 7.52, 18.73)
O (4.04, -2.99, 13.18)
H (3.87, 0.54, 19.56)
H (-2.41, 3.69, 19.75)
C (10.08, 4.40, 14.11)
C (5.40, 3.06, 18.96)
H (-4.18, -3.98, 18.06)
H (7.44, 3.86, 14.45)
H (0.04, -0.98, 18.53)
C (6.54, -4.22, 13.61)
O (8.70, 7.49, 17.59)
H (2.45, -0.03, 20.33)
H (1.48, 0.80, 18.19)
H (-1.44, -0.28, 18.00)
H (-3.73, 5.53, 20.14)
H (7.24, 6.62, 18.62)
H (3.22, -2.34, 23.78)
H (2.95, -2.47, 15.83)
C (8.26, 2.79, 16.04)
H (12.20, 1.37, 23.65)
C (9.25, -0.66, 23.79)
C (3.50, -1.54, 15.96)
H (-4.39, -4.69, 20.38)
C (10.35, 2.76, 25.35)
H (6.48, -1.40, 16.73)
H (4.92, 7.83, 23.60)
C (7.10, -2.26, 14.96)
H (1.54, 5.45, 15.05)
N (9.90, 5.07, 16.59)
O (6.03, 8.86, 19.92)
C (1.14, 6.45, 14.88)
C (11.29, 1.78, 23.22)
H (-3.34, 4.14, 15.36)
H (10.68, 3.55, 14.45)
H (5.91, 9.78, 20.16)
C (-3.78, -3.81, 20.20)
H (9.62, 7.07, 14.57)
H (11.71, 2.37, 17.92)
N (4.95, -2.23, 13.93)
C (1.04, 6.55, 21.06)
C (0.89, 2.09, 20.67)
H (0.36, 0.72, 15.54)
C (8.03, 1.44, 22.62)
C (4.29, 4.85, 14.08)
H (1.82, 7.45, 16.72)
C (7.98, 4.10, 15.36)
C (4.14, 5.33, 19.19)
C (5.91, -3.13, 14.56)
H (8.54, 4.10, 23.36)
H (4.47, 5.23, 24.26)
H (0.45, 1.14, 20.97)
H (1.62, 4.60, 20.92)
H (9.37, 0.63, 21.13)
O (3.10, -2.48, 22.84)
H (-0.33, -3.30, 17.14)
C (-0.25, 7.39, 21.33)
O (3.40, 3.49, 21.25)
C (-0.15, 2.16, 14.09)
C (3.39, 3.55, 17.41)
H (-4.09, -3.24, 21.07)
H (11.15, 2.56, 26.06)
H (7.61, -0.35, 15.93)
H (1.12, -3.25, 22.87)
H (-2.83, -5.66, 18.63)
H (1.91, 6.81, 14.21)
H (7.21, -4.83, 14.22)
H (11.14, 1.18, 22.32)
H (6.87, 6.09, 24.99)
O (4.32, 6.07, 14.79)
H (10.20, 3.63, 19.68)
C (-1.03, -0.96, 18.74)
O (10.86, 6.01, 16.58)
C (2.21, 2.03, 19.82)
H (7.65, -0.62, 22.40)
C (2.90, 2.17, 17.32)
H (6.59, 9.23, 18.03)
H (0.18, 2.67, 20.09)
C (5.34, -3.89, 15.76)
H (-1.03, 0.14, 14.70)
H (5.25, 1.98, 18.93)
H (-2.30, 5.58, 17.83)
H (-0.62, 4.98, 16.88)
C (0.90, 7.29, 16.16)
N (-1.37, -3.29, 19.65)
H (3.54, 0.95, 21.22)
C (10.26, 4.43, 18.95)
H (0.59, 1.02, 12.78)
H (5.96, 1.35, 22.26)
H (7.64, -1.98, 14.05)
H (2.64, -0.88, 16.02)
N (8.91, 2.27, 23.45)
H (7.77, 0.93, 20.50)
H (3.20, 5.88, 19.25)
H (-0.89, -4.71, 22.04)
H (-0.08, 7.12, 13.52)
O (0.95, 1.73, 13.33)
H (0.03, 8.41, 21.59)
H (4.23, -0.01, 13.05)
H (7.95, 6.89, 15.29)
H (9.34, 4.01, 13.41)
C (8.91, 2.96, 17.48)
C (1.73, -2.38, 22.64)
H (6.39, 5.06, 22.47)
C (6.77, -1.02, 15.75)
H (11.26, 4.87, 18.97)
H (-0.98, 2.47, 13.45)
H (4.01, 5.97, 12.29)
H (5.30, 0.59, 15.82)
C (-3.02, 3.28, 21.76)
H (-2.12, -3.55, 22.40)
H (0.92, 2.47, 18.12)
O (-1.39, 1.67, 16.10)
H (-1.54, 6.54, 20.25)
C (-2.41, 4.19, 20.72)
C (-1.93, -4.46, 21.83)
H (-1.25, -0.61, 19.75)
H (10.00, -0.93, 23.05)
H (4.12, 3.64, 16.60)
H (5.82, -4.84, 16.02)
C (4.79, 5.98, 23.54)
O (6.09, 5.67, 12.51)
H (11.58, 5.59, 16.10)
H (4.67, 5.53, 20.12)
C (-4.16, -3.22, 18.85)
H (1.56, -2.14, 21.59)
H (4.69, 5.82, 18.39)
O (4.54, 7.16, 24.17)
C (10.11, 1.79, 24.20)
H (-4.26, 5.23, 16.09)
H (-2.43, -6.41, 20.24)
C (1.29, -1.16, 23.50)
H (-3.59, -1.62, 17.67)
C (-2.47, 4.72, 17.19)
H (1.52, 6.70, 20.09)
H (-1.34, 4.18, 20.92)
H (4.16, 5.90, 22.66)
H (5.99, 3.39, 18.11)
H (10.78, 5.02, 13.55)
H (2.51, 2.00, 16.32)
H (8.52, 7.44, 19.56)
O (-1.19, 4.21, 17.00)
H (5.17, 6.49, 14.67)
H (3.98, -1.48, 16.93)
H (-2.24, 2.61, 22.12)
H (5.01, 4.16, 14.52)
C (7.05, 8.87, 18.95)
H (11.14, 2.42, 16.24)
H (3.74, 1.49, 17.43)
C (5.56, -0.21, 15.12)
H (11.54, 2.78, 22.88)
H (-3.06, 3.97, 17.71)
H (0.13, -4.14, 19.20)
H (-1.12, 2.57, 16.29)
C (3.53, -0.16, 13.87)
H (7.22, 0.07, 24.01)
C (-1.36, -2.96, 17.15)
H (9.00, -1.56, 24.36)
H (3.29, 4.43, 14.14)
H (2.65, -0.56, 13.36)
H (0.25, -0.89, 23.29)
H (9.31, 0.40, 25.69)
H (0.48, -0.97, 25.32)
C (8.77, 6.41, 14.76)
H (-3.41, -1.31, 19.40)
H (9.53, 5.20, 19.22)
H (6.57, 5.00, 12.03)
H (-2.10, -3.75, 16.98)
H (-3.20, 3.87, 22.66)
C (4.34, -1.11, 14.73)
H (3.82, 2.66, 21.48)
O (-2.62, 6.21, 15.15)
H (-1.37, -2.28, 16.31)
C (8.53, 1.33, 21.16)
H (8.83, 2.30, 20.78)
O (0.00, 6.30, 14.01)
C (-2.28, -4.25, 20.34)
H (7.87, -2.80, 15.51)
H (0.24, 2.98, 14.69)
C (3.08, 0.86, 20.24)
C (7.97, 0.00, 23.23)
H (5.80, -4.92, 13.22)
C (-2.23, -5.60, 19.54)
O (-1.05, 7.37, 20.20)
C (-0.57, 1.05, 15.07)
H (6.38, 2.17, 23.80)
C (9.21, 4.97, 15.24)
O (-0.01, -3.52, 19.92)

Values from the calculation:
Spin multiplicity = 2
Kohn-Sham gap (spin up / spin down) = 6.48 / 2.60 eV
Net charge = +1

=====

Number 1 is which compound?
C63H145N8O7

=====

Among the records above, which one has the lowest net charge?
C63H149N5O23

=====

net charge of number 1 (C63H145N8O7)?
+7

=====

Number 2 is which compound?
C63H149N5O23